1.
Molecular formula: C45H55BN6O9P
Method: DFT, ωB97M-V/def2-TZVPD

Last columns: bonded neighbours and bond lengths (Å).
Cartesian coordinates (Å):
1 C 1.52788 -1.17055 2.85254  C2 1.525, H31 1.095, H32 1.092, H33 1.092
2 C 0.33170 -1.79001 3.56785  C1 1.525, C3 1.526, H34 1.100, H35 1.094
3 C -1.00852 -1.68171 2.84527  C2 1.526, C4 1.529, N7 1.479, C26 1.561
4 C -0.95838 -2.59990 1.62431  C3 1.529, O5 1.410, H36 1.101, H37 1.100
5 O -2.21803 -2.67353 0.99439  C4 1.410, O6 1.444
6 O -2.03860 -3.14621 -0.35770  O5 1.444, H38 0.968
7 N -2.08290 -2.17760 3.73315  C3 1.479, C8 1.391, H39 1.014
8 C -3.22594 -1.42698 3.47702  N7 1.391, N9 1.342, N20 1.354
9 N -4.38780 -1.90870 3.94507  C8 1.342, C10 1.493, P18 1.735
10 C -5.77343 -1.38073 3.76962  N9 1.493, C11 1.535, H40 1.094, H41 1.093
11 C -6.46979 -1.65591 2.42936  C10 1.535, C12 1.529, H42 1.098, H43 1.082
12 C -6.16193 -2.97435 1.71858  C11 1.529, C13 1.541, H44 1.096, H45 1.094
13 C -6.60106 -2.89289 0.24354  C12 1.541, N14 1.462, H46 1.097, H47 1.094
14 N -5.45134 -2.86981 -0.65901  C13 1.462, C15 1.406, H48 1.009
15 C -5.57231 -2.12643 -1.84604  N14 1.406, N16 1.286, N17 1.395
16 N -5.74586 -0.85270 -1.88192  C15 1.286, H49 1.015
17 N -5.51668 -2.84420 -3.04055  C15 1.395, H50 1.009, H51 1.008
18 P -4.31354 -3.39517 4.83676  N9 1.735, O19 1.472, H52 1.394, H53 1.392
19 O -4.31923 -4.64463 4.05900  P18 1.472
20 N -2.96618 -0.34089 2.71106  C8 1.354, C21 1.506, C26 1.497
21 C -3.60433 1.00403 2.93884  N20 1.506, C22 1.531, H54 1.089, H55 1.091
22 C -4.55992 1.51165 1.85607  C21 1.531, C23 1.543, H56 1.096, H57 1.095
23 C -4.10611 2.86017 1.25974  C22 1.543, C24 1.535, C25 1.538, H58 1.103
24 C -4.36022 4.01906 2.23336  C23 1.535, H59 1.092, H60 1.094, H61 1.096
25 C -4.77449 3.11559 -0.10139  C23 1.538, H62 1.096, H63 1.091, H64 1.094
26 C -1.47752 -0.20963 2.62409  C3 1.561, N20 1.497, O27 1.411, B28 1.622
27 O -1.11945 0.55884 3.75160  C26 1.411, H65 0.959
28 B -1.04006 0.51754 1.24191  C26 1.622, C29 1.549, O30 1.386
29 C -1.63459 0.16189 -0.14383  B28 1.549, H66 1.097, H67 1.092, H68 1.103
30 O -0.14014 1.56057 1.39148  B28 1.386, H69 0.954
31 H 2.40906 -1.25004 3.49816  C1 1.095
32 H 1.39745 -0.10651 2.64575  C1 1.092
33 H 1.79209 -1.71140 1.94144  C1 1.092
34 H 0.52961 -2.86565 3.68119  C2 1.100
35 H 0.24244 -1.38118 4.57845  C2 1.094
36 H -0.65943 -3.60196 1.97013  C4 1.101
37 H -0.19939 -2.24045 0.91385  C4 1.100
38 H -1.65026 -4.02364 -0.23068  O6 0.968
39 H -1.82489 -2.12573 4.71276  N7 1.014
40 H -6.35361 -1.89636 4.53994  C10 1.094
41 H -5.80062 -0.32239 4.04212  C10 1.093
42 H -7.54156 -1.63503 2.66820  C11 1.098
43 H -6.29891 -0.83949 1.74045  C11 1.082
44 H -6.68689 -3.80135 2.21013  C12 1.096
45 H -5.08775 -3.18157 1.73294  C12 1.094
46 H -7.14356 -1.95514 0.06940  C13 1.097
47 H -7.29174 -3.70522 -0.00129  C13 1.094
48 H -5.13151 -3.80771 -0.84910  N14 1.009
49 H -5.72874 -0.48369 -0.93636  N16 1.015
50 H -4.97027 -2.37116 -3.74484  N17 1.009
51 H -5.16433 -3.78260 -2.93229  N17 1.008
52 H -3.21362 -3.16983 5.66258  P18 1.394
53 H -5.42896 -3.13978 5.63014  P18 1.392
54 H -2.75607 1.68633 2.96274  C21 1.089
55 H -4.03548 0.99043 3.94124  C21 1.091
56 H -4.54873 0.77918 1.04096  C22 1.096
57 H -5.57585 1.62089 2.24988  C22 1.095
58 H -3.01790 2.78338 1.09461  C23 1.103
59 H -4.46015 4.96670 1.69943  C24 1.092
60 H -3.55547 4.13640 2.96531  C24 1.094
61 H -5.28977 3.84942 2.78870  C24 1.096
62 H -4.09973 3.67120 -0.76257  C25 1.096
63 H -5.04719 2.19276 -0.61649  C25 1.091
64 H -5.67758 3.72276 0.00768  C25 1.094
65 H -0.31987 1.04550 3.54241  O27 0.959
66 H -1.81298 1.08589 -0.70771  C29 1.097
67 H -2.54670 -0.43737 -0.11807  C29 1.092
68 H -0.88926 -0.41558 -0.71608  C29 1.103
69 H 0.79521 1.37281 1.36710  O30 0.954
70 C 8.40106 -4.29673 2.29811  C71 1.390, C75 1.384, H86 1.082
71 C 9.35067 -4.03135 1.31844  C70 1.390, C72 1.385, H87 1.082
72 C 8.98277 -3.39269 0.14635  C71 1.385, C73 1.388, H88 1.081
73 C 7.65975 -3.02284 -0.05463  C72 1.388, C74 1.397, C84 1.491
74 C 6.70227 -3.30163 0.92302  C73 1.397, C75 1.390, C76 1.487
75 C 7.07991 -3.93349 2.10162  C70 1.384, C74 1.390, H89 1.081
76 C 5.27212 -2.94623 0.72466  C74 1.487, O77 1.216, C78 1.497
77 O 4.44664 -3.18003 1.58684  C76 1.216
78 C 4.89098 -2.30098 -0.57167  C76 1.497, C79 1.391, C83 1.396
79 C 3.55492 -2.00336 -0.82192  C78 1.391, C80 1.386, H90 1.081
80 C 3.18656 -1.39774 -2.01346  C79 1.386, C81 1.392, H91 1.083
81 C 4.15323 -1.08113 -2.96306  C80 1.392, C82 1.382, H92 1.081
82 C 5.48158 -1.37792 -2.72170  C81 1.382, C83 1.388, H93 1.081
83 C 5.85379 -1.99126 -1.53353  C78 1.396, C82 1.388, C84 1.494
84 C 7.29491 -2.32372 -1.31975  C73 1.491, C83 1.494, O85 1.209
85 O 8.12984 -2.03989 -2.14738  C84 1.209
86 H 8.69361 -4.79065 3.21475  C70 1.082
87 H 10.38078 -4.32342 1.47103  C71 1.082
88 H 9.70924 -3.17415 -0.62355  C72 1.081
89 H 6.32836 -4.13619 2.85151  C75 1.081
90 H 2.81884 -2.26281 -0.07415  C79 1.081
91 H 2.14529 -1.17411 -2.21118  C80 1.083
92 H 3.86979 -0.60280 -3.89040  C81 1.081
93 H 6.24552 -1.14276 -3.44906  C82 1.081
94 C 6.61672 4.67281 -6.44605  C95 1.390, C99 1.384, H110 1.082
95 C 6.04411 5.83744 -6.94438  C94 1.390, C96 1.384, H111 1.082
96 C 4.81592 6.26728 -6.47172  C95 1.384, C97 1.389, H112 1.081
97 C 4.15042 5.52862 -5.50212  C96 1.389, C98 1.397, C108 1.490
98 C 4.71845 4.35049 -5.01173  C97 1.397, C99 1.389, C100 1.489
99 C 5.95627 3.93013 -5.48259  C94 1.384, C98 1.389, H113 1.081
100 C 4.01637 3.51808 -3.99632  C98 1.489, O101 1.214, C102 1.495
101 O 4.51399 2.49749 -3.56754  C100 1.214
102 C 2.67325 3.98168 -3.53112  C100 1.495, C103 1.389, C107 1.395
103 C 1.97138 3.20681 -2.61610  C102 1.389, C104 1.384, H114 1.082
104 C 0.73185 3.62514 -2.16386  C103 1.384, C105 1.391, H115 1.080
105 C 0.18832 4.82155 -2.62011  C104 1.391, C106 1.383, H116 1.082
106 C 0.88041 5.59512 -3.53373  C105 1.383, C107 1.389, H117 1.081
107 C 2.12151 5.17582 -3.99561  C102 1.395, C106 1.389, C108 1.495
108 C 2.83718 6.02179 -4.99901  C97 1.490, C107 1.495, O109 1.210
109 O 2.36144 7.06550 -5.38444  C108 1.210
110 H 7.57960 4.34397 -6.81282  C94 1.082
111 H 6.55925 6.41136 -7.70270  C95 1.082
112 H 4.35908 7.17332 -6.84411  C96 1.081
113 H 6.38630 3.02109 -5.08623  C99 1.081
114 H 2.41502 2.28188 -2.27088  C103 1.082
115 H 0.18663 3.02431 -1.45081  C104 1.080
116 H -0.77863 5.14974 -2.26133  C105 1.082
117 H 0.47432 6.52684 -3.90206  C106 1.081

Computed properties:
Strongest force on any atom (eV/Å): 1.1
E_HOMO (eV): -10.9180
Net charge: +1
Frontier orbital gap (eV): 8.1

2.
Molecular formula: C16H47NO5Si2
Method: DFT, ωB97M-V/def2-TZVPD

Last columns: bonded neighbours and bond lengths (Å).
Cartesian coordinates (Å):
1 N 2.20690 -3.46138 4.89948  Si2 1.718, H5 1.012, H6 1.010
2 Si 0.78643 -2.93087 5.70675  N1 1.718, O3 1.646, H7 1.473, H8 1.480
3 O -0.53463 -2.88077 4.72561  Si2 1.646, Si4 1.643
4 Si -1.96570 -3.65678 4.50334  O3 1.643, H9 1.475, H10 1.479, H11 1.477
5 H 2.34886 -3.16984 3.94123  N1 1.012
6 H 2.41514 -4.44830 4.95425  N1 1.010
7 H 0.96783 -1.56089 6.21569  Si2 1.473
8 H 0.53607 -3.87867 6.81526  Si2 1.480
9 H -3.00380 -2.64940 4.21589  Si4 1.475
10 H -2.31318 -4.41366 5.72559  Si4 1.479
11 H -1.85296 -4.58739 3.36225  Si4 1.477
12 C -7.44884 -2.60984 4.18637  C13 1.519, H17 1.091, H18 1.091, H19 1.091
13 C -6.24898 -3.02728 3.35439  C12 1.519, O14 1.418, H20 1.090, H21 1.096
14 O -5.97137 -4.41735 3.38795  C13 1.418, C15 1.418
15 C -7.00035 -5.26755 2.90957  O14 1.418, C16 1.519, H22 1.096, H23 1.090
16 C -7.37947 -5.02781 1.45852  C15 1.519, H24 1.090, H25 1.091, H26 1.091
17 H -7.33299 -2.93492 5.22092  C12 1.091
18 H -7.53660 -1.52240 4.17437  C12 1.091
19 H -8.38229 -3.01806 3.79726  C12 1.091
20 H -5.34418 -2.56376 3.74697  C13 1.090
21 H -6.36784 -2.68086 2.32133  C13 1.096
22 H -7.88866 -5.19547 3.54744  C15 1.096
23 H -6.59840 -6.27369 3.02872  C15 1.090
24 H -7.83263 -4.04745 1.30824  C16 1.090
25 H -8.10910 -5.77692 1.14700  C16 1.091
26 H -6.50499 -5.10896 0.81204  C16 1.091
27 C 0.15905 0.39517 3.46351  C28 1.518, H32 1.091, H33 1.091, H34 1.091
28 C 0.51445 0.79712 2.04398  C27 1.518, O29 1.419, H35 1.090, H36 1.096
29 O 1.25195 2.00569 1.95026  C28 1.419, C30 1.418
30 C 2.50816 2.02279 2.60738  O29 1.418, C31 1.519, H37 1.096, H38 1.090
31 C 3.49003 0.98508 2.09186  C30 1.519, H39 1.091, H40 1.091, H41 1.091
32 H -0.38997 1.19153 3.96742  C27 1.091
33 H -0.46315 -0.50090 3.45010  C27 1.091
34 H 1.04523 0.16270 4.05655  C27 1.091
35 H -0.39170 0.98640 1.46811  C28 1.090
36 H 1.04951 -0.01958 1.54512  C28 1.096
37 H 2.38012 1.91771 3.69030  C30 1.096
38 H 2.89531 3.02547 2.42331  C30 1.090
39 H 3.15940 -0.03304 2.30069  C31 1.091
40 H 4.45466 1.12236 2.58284  C31 1.091
41 H 3.63264 1.09000 1.01532  C31 1.091
42 C 1.94500 4.11738 -0.65622  C43 1.517, H47 1.091, H48 1.091, H49 1.092
43 C 1.72626 3.74147 -2.10985  C42 1.517, O44 1.420, H50 1.090, H51 1.097
44 O 2.37668 4.59165 -3.04254  C43 1.420, C45 1.418
45 C 3.78796 4.67049 -2.92633  O44 1.418, C46 1.520, H52 1.096, H53 1.090
46 C 4.50682 3.34011 -3.07950  C45 1.520, H54 1.091, H55 1.091, H56 1.091
47 H 1.64266 5.14924 -0.47227  C42 1.091
48 H 1.36101 3.45464 -0.01597  C42 1.091
49 H 2.99100 4.00745 -0.36280  C42 1.092
50 H 0.66875 3.82061 -2.36333  C43 1.090
51 H 2.02035 2.69756 -2.27412  C43 1.097
52 H 4.06964 5.13932 -1.97652  C45 1.096
53 H 4.08881 5.35092 -3.72352  C45 1.090
54 H 4.26575 2.64969 -2.27005  C46 1.091
55 H 5.58462 3.50975 -3.05485  C46 1.091
56 H 4.26068 2.86120 -4.02840  C46 1.091
57 C 1.83039 3.05524 -6.15984  C58 1.517, H62 1.090, H63 1.091, H64 1.091
58 C 2.92474 2.70870 -7.15199  C57 1.517, O59 1.420, H65 1.090, H66 1.096
59 O 3.62759 1.51423 -6.84267  C58 1.420, C60 1.417
60 C 2.84488 0.33505 -6.78181  O59 1.417, C61 1.519, H67 1.096, H68 1.090
61 C 2.13647 -0.00779 -8.08116  C60 1.519, H69 1.090, H70 1.091, H71 1.091
62 H 2.22888 3.11870 -5.14761  C57 1.090
63 H 1.40712 4.03046 -6.40592  C57 1.091
64 H 1.01463 2.33095 -6.17188  C57 1.091
65 H 3.69397 3.48146 -7.14284  C58 1.090
66 H 2.51994 2.66718 -8.16974  C58 1.096
67 H 2.11801 0.39462 -5.96348  C60 1.096
68 H 3.55599 -0.45083 -6.52631  C60 1.090
69 H 1.38090 0.73337 -8.34365  C61 1.090
70 H 1.63055 -0.96889 -7.97550  C61 1.091
71 H 2.84997 -0.08220 -8.90253  C61 1.091

Computed properties:
Strongest force on any atom (eV/Å): 0.3
E_HOMO (eV): -9.4684
Frontier orbital gap (eV): 10.1

3.
Molecular formula: C4H12
Method: DFT, ωB97M-V/def2-TZVPD

Last columns: bonded neighbours and bond lengths (Å).
Cartesian coordinates (Å):
1 C -0.44343 -2.70297 -0.62670  C2 1.487, H3 0.986, H4 1.098, H5 1.230
2 C -0.73781 -2.06697 -1.93871  C1 1.487, H6 1.112, H7 1.127, H8 1.178
3 H -1.07703 -2.52942 0.10818  C1 0.986
4 H -0.35737 -3.77501 -0.84918  C1 1.098
5 H 0.66925 -2.36033 -0.22922  C1 1.230
6 H 0.08518 -2.34450 -2.63247  C2 1.112
7 H -1.00688 -0.98579 -1.76924  C2 1.127
8 H -1.72944 -2.52779 -2.37656  C2 1.178
9 C 0.82742 1.97372 0.73015  C10 1.496, H11 1.005, H12 1.062, H13 1.203
10 C 0.19603 2.66135 1.89851  C9 1.496, H14 1.124, H15 0.977, H16 1.134
11 H 0.27905 1.67277 -0.05599  C9 1.005
12 H 1.36734 2.76217 0.26718  C9 1.062
13 H 1.68549 1.21061 1.08710  C9 1.203
14 H -0.00232 3.70796 1.53842  C10 1.124
15 H -0.70555 2.37675 2.14584  C10 0.977
16 H 0.95007 2.92745 2.70269  C10 1.134

Computed properties:
Strongest force on any atom (eV/Å): 6.6
E_HOMO (eV): -11.0814
Relative energy (zero: lowest compared OMol25 entry of this formula, charge and spin) (eV): 1.927
Frontier orbital gap (eV): 12.1

4.
Molecular formula: CH2O2S
Method: DFT, ωB97M-V/def2-TZVPD

Last columns: bonded neighbours and bond lengths (Å).
Cartesian coordinates (Å):
1 C 1.30507 0.34332 -0.12255  O2 1.187, H5 1.078
2 O 2.38348 0.71103 0.20887  C1 1.187
3 O -1.75580 -0.83328 0.26949  S4 1.636, H6 1.046
4 S -0.96297 0.17721 1.28350  O3 1.636
5 H 0.92511 -0.10743 -1.02550  C1 1.078
6 H -1.89489 -0.29084 -0.61381  O3 1.046

Computed properties:
Strongest force on any atom (eV/Å): 3.6
E_HOMO (alpha / beta) (eV): -8.5212 / -8.7537
Relative energy (zero: lowest compared OMol25 entry of this formula, charge and spin) (eV): 3.861
Frontier orbital gap (alpha / beta) (eV): 7.7 / 8.4